Arrangement i

Density functional theory data (ωB97M-V/def2-TZVPD) for a cluster of 2 separate species, C3H11NO in total.

Results
HOMO-LUMO gap = 10.755 eV
SMILES string = CC(C)N.O

```
! wB97M-V def2-TZVPD RIJCOSX def2/J DEFGRID3
* xyz 0 1
C -1.58993 -0.57609 -0.69677
C -0.28709 0.05839 -0.21944
C -0.51905 1.48185 0.28696
N 0.36173 -0.69397 0.88481
H -2.05657 0.08076 -1.42810
H -1.40130 -1.51670 -1.20897
H -2.26897 -0.75685 0.13916
H 0.41972 0.06410 -1.05196
H 0.33403 1.82302 0.87937
H -0.71826 2.20366 -0.50304
H -1.41118 1.47083 0.92831
H 0.36944 -1.69097 0.71926
H -0.10568 -0.46332 1.75122
O 2.96987 -0.47623 -0.55692
H 2.19290 -0.57946 0.02442
H 3.71033 -0.42900 0.05170
*
```



Arrangement ii

Density functional theory data (ωB97M-V/def2-TZVPD) for a cluster of 2 separate species, C3H11NO in total.

Results
HOMO-LUMO gap = 10.690 eV
SMILES string = NCO.CC

```
! wB97M-V def2-TZVPD RIJCOSX def2/J DEFGRID3
* xyz 0 1
N -1.90969 -1.89306 0.67530
C -1.88630 -1.58484 -0.75054
O -0.65027 -1.72082 -1.39382
H -1.28979 -1.46381 1.33591
H -1.75167 -2.87688 0.88356
H -2.18778 -0.54668 -0.76465
H -2.61693 -2.19020 -1.22787
H -0.46723 -2.64686 -1.17897
C 1.80279 2.12276 -0.34778
C 1.31093 1.58352 0.97448
H 3.08121 2.29146 -0.26061
H 1.49221 1.54707 -1.13047
H 1.55112 3.08424 -0.84716
H 0.40323 0.98351 0.90023
H 1.04383 2.34836 1.75962
H 2.07432 0.96224 1.37277
*
```



Least stable of them? arrangement ii.



Arrangement i

Density functional theory data (ωB97M-V/def2-TZVPD) for a cluster of 2 separate species, C3H11NO in total.

Results
HOMO-LUMO gap = 9.358 eV
SMILES string = CCNC.O

```
! wB97M-V def2-TZVPD RIJCOSX def2/J DEFGRID3
* xyz 0 1
C 0.86847 -2.23489 -0.55080
C 0.46852 -0.74497 -0.79455
N -0.98961 -0.45980 -0.47089
C -1.40087 0.92475 -0.71634
H 1.67164 -2.60212 -1.15297
H -0.01256 -2.86927 -0.58939
H 1.29702 -2.33515 0.45269
H 0.48788 -0.67173 -1.87225
H 1.03846 0.02973 -0.30190
H -1.25990 -0.70778 0.47714
H -0.51139 1.41562 -1.10512
H -2.34879 0.88228 -1.25847
H -1.56101 1.59674 0.18694
O 0.88746 1.93597 2.11544
H 0.45687 2.30572 1.33324
H 0.98538 2.76489 2.60471
*
```



Arrangement ii

Density functional theory data (ωB97M-V/def2-TZVPD) for a cluster of 2 separate species, C3H11NO in total.

Results
HOMO-LUMO gap = 9.500 eV
SMILES string = CC(C)N.O

```
! wB97M-V def2-TZVPD RIJCOSX def2/J DEFGRID3
* xyz 0 1
C 0.33196 1.57095 -0.09853
C 0.03105 0.27017 0.48583
C 0.46301 0.16160 1.99599
N 0.80540 -0.73246 -0.39144
H 0.02700 2.47638 0.43989
H -0.30145 1.71815 -1.06771
H 1.37921 1.64024 -0.34981
H -1.05484 0.15534 0.39226
H -0.14380 -0.60264 2.55885
H 0.35690 1.07420 2.59702
H 1.42781 -0.31907 2.21645
H 0.37742 -0.97577 -1.30212
H 0.93218 -1.53796 0.28128
O -1.12982 -1.78933 -2.48884
H -1.90567 -1.46705 -1.95258
H -1.59636 -1.64276 -3.31654
*
```



Least stable of them? arrangement i.



Arrangement i

Density functional theory data (ωB97M-V/def2-TZVPD) for the molecule C4H4N4.

Results
HOMO-LUMO gap = 8.930 eV
SMILES string = [H]/N=c1\cnccnn1

```
! wB97M-V def2-TZVPD RIJCOSX def2/J DEFGRID3
* xyz 0 1
H -2.25390 0.59979 1.07370
N -2.07213 -0.33504 0.67942
C -1.18870 -0.10433 -0.19732
C -0.54455 1.10179 -0.68404
N 0.72086 1.30154 -0.50527
C 1.41511 0.39416 0.29794
C 1.28299 -0.96700 0.22093
N 0.40404 -1.69748 -0.55012
N -0.69049 -1.26708 -0.93532
H -1.24989 1.80575 -1.07605
H 2.26912 0.77319 0.85560
H 1.90754 -1.60529 0.82053
*
```



Arrangement ii

Density functional theory data (ωB97M-V/def2-TZVPD) for the molecule C4H4N4.

Results
HOMO-LUMO gap = 9.774 eV
SMILES string = c1nc2c([nH]1)=NCN=2

```
! wB97M-V def2-TZVPD RIJCOSX def2/J DEFGRID3
* xyz 0 1
C 0.03937 -0.49271 -1.97856
N -0.39467 -1.41513 -1.18987
C -0.31230 -0.89977 0.06957
C 0.28441 0.58429 -0.08291
N 0.47046 0.69690 -1.41438
N 0.33797 1.13385 1.06095
C -0.19860 0.13760 1.97603
N -0.56193 -1.08585 1.29980
H 0.05260 -0.62082 -3.04777
H 0.85191 1.48314 -1.91380
H -1.09443 0.55034 2.45297
H 0.52522 -0.07185 2.76799
*
```



Arrangement iii

Density functional theory data (ωB97M-V/def2-TZVPD) for the molecule C4H4N4.

Results
HOMO-LUMO gap = 8.371 eV
SMILES string = [H]/N=c1\ccnncn1

```
! wB97M-V def2-TZVPD RIJCOSX def2/J DEFGRID3
* xyz 0 1
H -2.49856 -0.98674 -1.23187
N -2.27397 -0.04557 -0.69424
C -1.10204 -0.01615 -0.17851
C -0.15015 -1.11904 0.22596
C 1.19707 -1.05015 0.17361
N 1.66166 0.00725 -0.67241
N 1.26489 1.14050 -0.75045
C 0.27919 1.68507 0.18905
N -0.93565 1.28806 0.53049
H -0.23824 -1.82475 1.14589
H 2.13639 -1.69049 0.53416
H 0.65942 2.61199 0.72832
*
```



Least stable of them? arrangement iii.



Arrangement i

Density functional theory data (ωB97M-V/def2-TZVPD) for the ion C5H11N2 with charge +1.

Results
HOMO-LUMO gap (alpha / beta) = 5.822 / 5.829 eV

```
! wB97M-V def2-TZVPD RIJCOSX def2/J DEFGRID3
* xyz 1 1
C 1.26033 0.37870 -0.88189
C -0.36679 0.47177 -0.66566
C -1.04778 -0.85900 -0.60703
C 2.88766 -0.66427 0.56529
C -0.45779 1.31759 0.58306
N 1.72564 -0.60900 0.07014
N -1.77684 -1.18601 0.43938
H 1.62037 0.30092 -1.98473
H 1.83995 1.33040 -0.51974
H -0.65205 0.96970 -1.63917
H -1.28471 -1.37026 -1.54366
H 3.27446 -1.27880 1.40176
H -0.21790 2.30782 0.26715
H 0.06957 1.10997 1.45651
H -1.50566 1.47362 0.75222
H 0.91891 -1.22570 0.22416
H -2.30028 -2.03934 0.49042
H -1.92521 -0.49429 1.20106
*
```



Arrangement ii

Density functional theory data (ωB97M-V/def2-TZVPD) for the ion C5H11N2 with charge +1.

Results
HOMO-LUMO gap = 6.241 eV

```
! wB97M-V def2-TZVPD RIJCOSX def2/J DEFGRID3
* xyz 1 1
C -0.99874 0.53641 -1.55736
C 0.41158 -0.03013 -1.04773
C 0.45507 0.02287 0.45586
C -0.37255 -0.63231 1.36806
C 1.88904 -0.11053 1.02438
N 1.25576 1.21099 0.88287
N -2.08574 -0.09623 -0.84914
H -0.94919 1.61617 -1.40267
H -1.07626 0.39995 -2.63441
H 1.18769 0.57981 -1.51210
H 0.44392 -1.07406 -1.36531
H -0.41148 -1.72819 1.35255
H -0.53065 -0.30219 2.39523
H 1.86120 -0.64214 1.96568
H 2.81639 -0.19301 0.47037
H -2.65459 -0.73717 -1.38067
H -1.97858 -0.35386 0.13596
H 0.73714 1.53361 1.69842
*
```



Least stable of them? arrangement ii.



Arrangement i

Density functional theory data (ωB97M-V/def2-TZVPD) for the ion C5H11N2 with charge +1.

Results
HOMO-LUMO gap = 9.816 eV
SMILES string = C=N/C=C\CC[NH3+]

```
! wB97M-V def2-TZVPD RIJCOSX def2/J DEFGRID3
* xyz 1 1
C -0.65313 2.85912 0.20539
N -0.46566 1.61880 0.04124
C 0.84230 1.12348 0.09066
C 1.35547 0.06481 -0.53535
C 0.53480 -1.07757 -1.10811
C -0.23766 -1.91612 -0.11466
N -0.91946 -1.11473 0.95959
H 0.15316 3.60146 0.22089
H -1.65012 3.24962 0.35943
H 1.56036 1.78457 0.56663
H 2.42991 -0.05659 -0.49824
H -0.21658 -0.59488 -1.74257
H 1.10336 -1.61920 -1.84898
H 0.38840 -2.63587 0.40646
H -0.99945 -2.52196 -0.59853
H -0.37552 -0.27097 1.18379
H -1.83030 -0.80205 0.62078
H -1.01989 -1.69193 1.79160
*
```



Arrangement ii

Density functional theory data (ωB97M-V/def2-TZVPD) for a cluster of 2 separate species, C5H11N2 in total.

Results
HOMO-LUMO gap = 9.800 eV

```
! wB97M-V def2-TZVPD RIJCOSX def2/J DEFGRID3
* xyz 1 1
C 1.60910 -1.33285 -0.60465
C 0.54225 -1.46636 -1.31558
C 0.60176 1.11796 0.58217
C 0.90138 1.48099 1.99511
C -0.94309 0.03599 -0.80951
N -0.51694 0.54205 0.34278
N -2.22498 -0.59889 -0.59141
H 2.43122 -2.01629 -0.83173
H 1.67883 -0.38743 0.07962
H 0.25865 -1.93764 -2.35586
H 1.22697 1.49853 -0.34257
H 1.77881 0.78351 2.29501
H 1.21645 2.66379 2.14390
H -0.02751 1.20911 2.59647
H -0.86540 0.65527 -1.79766
H -3.13342 0.05006 -0.52672
H -2.11076 -0.93744 0.34325
H -2.42332 -1.36037 -1.20261
*
```



Arrangement iii

Density functional theory data (ωB97M-V/def2-TZVPD) for the ion C5H11N2 with charge +1.

Results
HOMO-LUMO gap = 9.195 eV

```
! wB97M-V def2-TZVPD RIJCOSX def2/J DEFGRID3
* xyz 1 1
C 1.88936 0.12116 0.97604
C -1.35137 0.48208 -0.21522
C -0.49000 -0.66323 0.17605
C -0.71226 1.84497 0.05118
C -1.01319 -1.99749 -0.20275
N 0.78445 -0.66170 0.37866
N 2.79553 0.61333 0.20276
H -2.31173 0.31443 0.33473
H -1.55966 0.35073 -1.21092
H -1.16557 2.31294 1.07224
H -1.06043 2.42804 -0.81080
H 0.36816 1.86102 -0.00396
H -2.13423 -2.01852 -0.08482
H -0.85116 -2.99787 0.32271
H -0.55806 -2.11649 -1.21555
H 1.10538 -1.63575 0.42948
H 3.52173 1.03696 0.68825
H 2.74303 0.72541 -0.88807
*
```



Least stable of them? arrangement ii.



Arrangement i

Density functional theory data (ωB97M-V/def2-TZVPD) for the ion C5H11N2 with charge +1.

Results
HOMO-LUMO gap = 10.342 eV
SMILES string = C=NC(=C)[NH+](C)C

```
! wB97M-V def2-TZVPD RIJCOSX def2/J DEFGRID3
* xyz 1 1
C 2.48601 0.54016 0.29184
N 1.40026 0.68690 -0.26701
C 0.31573 -0.76858 -0.11445
C 0.86533 -1.91380 -0.35494
N -1.02068 -0.16371 -0.09515
C -1.30117 0.53977 1.13810
C -1.32264 0.82858 -1.19049
H 3.13020 1.35777 0.55632
H 3.04601 -0.30139 0.64502
H 0.34941 -2.95510 -0.22569
H 1.90910 -2.10422 -0.09634
H -1.72350 -0.98766 -0.22637
H -1.07770 -0.01951 2.08397
H -0.50213 1.37568 1.10987
H -2.26693 0.88405 1.13558
H -1.20435 1.78287 -0.83656
H -0.70177 0.57835 -2.06490
H -2.38116 0.63983 -1.48880
*
```



Arrangement ii

Density functional theory data (ωB97M-V/def2-TZVPD) for a cluster of 2 separate species, C5H11N2 in total.

Results
HOMO-LUMO gap = 10.978 eV

```
! wB97M-V def2-TZVPD RIJCOSX def2/J DEFGRID3
* xyz 1 1
C -2.87625 -0.99687 -0.67821
C -2.76219 -1.21002 0.50780
C 2.75874 -1.05249 0.11072
C -0.62344 1.83057 0.51320
C 0.55729 -0.16316 0.34600
N 1.62523 -0.26305 -0.31489
N -0.37351 0.68073 -0.40950
H -3.30254 -0.91665 -1.68754
H 3.06251 -1.75755 -0.69577
H 3.64953 -0.54340 0.44495
H 2.33819 -1.67512 1.01416
H -1.55543 2.34177 0.11256
H -0.78018 1.29563 1.36684
H 0.22730 2.56063 0.62610
H -2.53636 -1.49104 1.54367
H 1.84643 0.28253 -1.15684
H -1.28575 0.16578 -0.36528
H 0.03044 0.91172 -1.27796
*
```



Least stable of them? arrangement ii.



Arrangement i

Density functional theory data (ωB97M-V/def2-TZVPD) for the ion C3H8N3 with charge +1.

Results
HOMO-LUMO gap = 8.515 eV

```
! wB97M-V def2-TZVPD RIJCOSX def2/J DEFGRID3
* xyz 1 1
C -1.67011 0.45350 -0.23685
C -1.18572 -0.82970 -0.39383
C 0.83359 0.19967 0.43053
N -0.93287 1.37219 0.30974
N 1.74915 0.44888 -0.52192
N 0.09185 -1.05480 0.31057
H -2.77947 0.55024 -0.61641
H -1.58785 -1.67090 -1.01192
H 1.25041 0.40673 1.35314
H -0.83546 2.29640 0.18229
H 2.56447 0.95273 -0.24176
H 1.46379 0.37332 -1.55531
H 0.03969 -1.38820 1.27199
H 0.68206 -1.57310 -0.35431
*
```



Arrangement ii

Density functional theory data (ωB97M-V/def2-TZVPD) for a cluster of 2 separate species, C3H8N3 in total.

Results
HOMO-LUMO gap (alpha / beta) = 7.864 / 7.865 eV

```
! wB97M-V def2-TZVPD RIJCOSX def2/J DEFGRID3
* xyz 1 1
C -1.77906 0.54610 -0.12002
C -0.34301 0.97964 0.02736
C 2.66029 -0.59945 0.00785
N -0.40021 -1.22268 0.16728
N -1.62670 -0.86005 0.23210
N 0.36859 -0.30089 -0.10308
H -2.56627 0.88116 0.59229
H -2.00429 0.80669 -1.19120
H -0.08919 1.94730 -0.56601
H 0.05835 1.30900 1.04462
H 3.01045 -0.72037 -1.10473
H 2.15467 -1.47769 0.45045
H 2.91166 0.25628 0.59892
H -2.35528 -1.54505 -0.03583
*
```



Arrangement iii

Density functional theory data (ωB97M-V/def2-TZVPD) for the ion C3H8N3 with charge +1.

Results
HOMO-LUMO gap = 10.039 eV
SMILES string = CN1CN1C=[NH2+]

```
! wB97M-V def2-TZVPD RIJCOSX def2/J DEFGRID3
* xyz 1 1
C 1.61779 0.03146 0.36402
N 0.54936 -0.41860 -0.42951
C 0.26749 0.33098 -1.69494
N -0.62798 0.28846 -0.56959
C -1.77538 0.09024 0.04667
N -1.81594 -0.63214 1.11365
H 2.54645 0.00219 -0.21429
H 1.34348 1.07803 0.80197
H 1.61592 -0.65836 1.24546
H 0.07585 -0.23292 -2.68825
H 0.67614 1.33978 -1.75928
H -2.50037 0.87086 -0.16330
H -2.57956 -1.15365 1.51220
H -0.87532 -1.02349 1.43312
*
```



Arrangement iv

Density functional theory data (ωB97M-V/def2-TZVPD) for the ion C3H8N3 with charge +1.

Results
HOMO-LUMO gap = 9.017 eV
SMILES string = [H]/N=C1/[C@H](N)[C@H]1[NH3+]

```
! wB97M-V def2-TZVPD RIJCOSX def2/J DEFGRID3
* xyz 1 1
H 0.91121 -2.77609 0.10900
N 1.36987 -1.89929 -0.23853
C 0.78549 -0.87858 0.07890
C 0.54972 0.59092 -0.22666
N 1.24133 1.72566 0.20925
C -0.39475 -0.19882 0.60544
N -1.70914 -0.29884 -0.11357
H 0.27073 0.62555 -1.32783
H 1.72708 2.19429 -0.58836
H 1.78355 1.67003 1.05525
H -0.53059 0.15113 1.57670
H -1.92826 -1.18826 -0.45654
H -1.49520 0.13895 -0.95363
H -2.58105 0.14336 0.27059
*
```



Least stable of them? arrangement ii.



Arrangement i

Density functional theory data (ωB97M-V/def2-TZVPD) for a cluster of 2 separate species, C3H8N3 in total.

Results
HOMO-LUMO gap = 9.945 eV

```
! wB97M-V def2-TZVPD RIJCOSX def2/J DEFGRID3
* xyz 1 1
C -2.83422 1.55487 0.45574
C -0.93910 -1.14326 -0.56366
C 2.72327 0.79085 -0.27336
N -2.19085 0.79795 -0.13477
N -1.44607 0.03783 -0.75680
N -0.73749 -1.80447 0.58774
H 3.36971 -0.08975 0.12243
H -3.55524 2.05115 1.03352
H -0.46529 -1.27680 -1.52313
H 3.19282 1.66255 -0.62531
H 2.23155 1.21026 0.55265
H 2.02303 0.54091 -0.96905
H -1.37607 -1.87938 1.35207
H 0.00395 -2.45270 0.74192
*
```



Arrangement ii

Density functional theory data (ωB97M-V/def2-TZVPD) for the ion C3H8N3 with charge +1.

Results
HOMO-LUMO gap = 11.090 eV
SMILES string = C=NC(=[NH2+])NC

```
! wB97M-V def2-TZVPD RIJCOSX def2/J DEFGRID3
* xyz 1 1
C 2.58721 0.47297 0.23189
N 1.56512 0.13799 -0.40402
C 0.30302 -0.21928 -0.12613
N 0.00965 -1.51230 -0.01780
N -0.64322 0.70807 -0.12223
C -2.06401 0.42708 -0.06217
H 3.48054 0.70411 -0.33480
H 2.63821 0.54503 1.31761
H 0.73793 -2.20604 -0.06534
H -0.94554 -1.83132 -0.03223
H -0.36369 1.66956 -0.25358
H -2.40203 -0.09312 -0.96063
H -2.30228 -0.17076 0.81862
H -2.60090 1.36801 0.01081
*
```



Arrangement iii

Density functional theory data (ωB97M-V/def2-TZVPD) for the ion C3H8N3 with charge +1.

Results
HOMO-LUMO gap (alpha / beta) = 8.711 / 8.925 eV

```
! wB97M-V def2-TZVPD RIJCOSX def2/J DEFGRID3
* xyz 1 1
C -1.08741 -1.13306 0.12015
C 1.23637 -0.29497 0.19926
C 1.22228 0.91550 -0.71079
N -0.20638 -0.33671 0.56477
N 0.14935 1.81819 -0.31867
N -2.26468 -1.53161 0.41579
H 1.63028 -1.25733 -0.28270
H 1.87767 -0.14295 1.16672
H 2.24888 1.38062 -0.89839
H 0.75088 0.51248 -1.73624
H -0.44868 0.65783 0.88962
H 0.47733 2.78777 -0.42884
H -2.82060 -1.32370 1.34425
H -2.76531 -2.05205 -0.32494
*
```



Least stable of them? arrangement iii.